C13H24F3NaO9S4 | ωB97M-V/def2-TZVPD

Values from the calculation:
Kohn-Sham gap, hartree: 0.3135
HOMO, eV: -8.8
E_LUMO, eV: -0.3
Electronic energy, eV: -88207.8540
M, g mol⁻¹: 532.6

Geometry as ORCA input:
```
! wB97M-V def2-TZVPD RIJCOSX def2/J DEFGRID3
* xyz 0 1
S 4.403 15.712 1.805
S 9.913 12.574 -1.614
S 7.833 17.901 0.449
S 4.489 12.866 -2.381
Na 7.255 13.909 -0.084
F 8.908 10.691 -3.225
F 8.026 12.651 -3.533
F 7.510 11.468 -1.742
O 7.430 16.512 0.374
O 9.351 13.890 -1.200
O 4.607 17.070 1.384
O 4.429 12.900 -3.825
O 7.984 18.484 1.762
O 11.034 12.694 -2.518
O 5.025 14.644 1.021
O 5.508 13.661 -1.740
O 10.082 11.629 -0.517
C 2.853 13.398 -1.823
C 2.853 11.025 -1.270
C 6.849 18.970 -0.634
C 2.023 12.116 -1.958
C 4.321 11.153 -1.716
C 3.825 14.662 4.201
C 2.507 15.241 3.734
C 9.312 18.252 -0.491
C 2.663 15.413 2.200
C 4.947 15.465 3.576
C 9.180 19.660 -1.052
C 8.491 11.811 -2.613
C 7.755 19.693 -1.630
H 3.021 13.679 -0.779
H 3.966 13.603 3.968
H 2.445 10.037 -1.478
H 9.254 20.433 -0.282
H 3.964 14.721 5.286
H 4.716 10.343 -2.324
H 10.241 17.926 -0.022
H 6.069 18.369 -1.107
H 2.145 14.746 1.518
H 4.931 11.069 -0.813
H 1.665 14.623 4.041
H 7.657 19.235 -2.610
H 2.716 14.281 -2.441
H 2.244 16.411 2.038
H 6.278 19.552 0.096
H 1.063 12.313 -1.487
H 5.934 15.016 3.526
H 9.989 19.874 -1.747
H 9.307 17.572 -1.355
H 4.995 16.448 4.047
H 2.783 11.143 -0.187
H 7.354 20.708 -1.618
H 1.964 11.873 -3.019
H 2.330 16.222 4.174
*
```